Record 1
Below is 3 unconnected molecules or ions with the total composition C37H67FNO13P5S3, with properties calculated with ωB97M-V/def2-TZVPD.

Computed properties:
**HOMO-LUMO gap**: 6.66 eV
**HOMO level**: -8.86 eV
**2S+1**: 1
**SMILES**: CCCCCCCCCCCCCC1=C([PH2]=S)C(=O)c2c([PH2]=S)c([PH2]=N)c(CC=O)c(S(=O)(=O)F)c2C1=O.CCOP(=O)(OCC)OCC.CCOP(=O)(OCC)OCC

CARTESIAN COORDINATES (ANGSTROEM)
C 4.439 5.029 7.572
C 3.939 6.473 7.837
C 2.958 6.981 6.768
C 1.690 6.118 6.726
C 0.552 6.805 5.947
C -0.681 5.890 5.998
C -1.880 6.392 5.155
C -2.255 5.501 3.960
C -3.292 4.407 4.280
C -3.116 3.711 5.639
C -2.065 2.550 5.692
C -1.165 2.402 4.464
C -0.150 1.268 4.693
C 0.765 1.036 3.522
C 0.390 0.329 2.448
P -1.242 -0.456 2.232
S -1.178 -2.337 2.768
C 1.347 0.099 1.336
O 1.334 -0.918 0.702
C 2.339 1.215 1.096
C 2.837 1.483 -0.190
P 2.221 0.418 -1.567
S 0.371 0.912 -1.947
C 3.746 2.535 -0.365
P 4.405 2.800 -2.077
N 3.361 3.602 -2.917
C 4.136 3.356 0.711
C 5.088 4.507 0.471
C 6.523 4.146 0.860
O 7.442 4.764 0.411
C 3.624 3.052 1.982
S 4.110 4.018 3.407
O 4.984 3.239 4.200
O 4.613 5.296 3.048
F 2.750 4.268 4.134
C 2.745 1.977 2.184
C 2.178 1.562 3.535
O 2.779 1.597 4.569
H 5.526 5.025 7.475
H 4.014 4.584 6.674
H 4.202 4.407 8.437
H 4.805 7.139 7.823
H 3.446 6.517 8.810
H 3.449 7.022 5.791
H 2.654 8.004 7.016
H 1.900 5.198 6.172
H 1.369 5.810 7.725
H 0.315 7.758 6.428
H 0.879 6.955 4.914
H -1.006 5.878 7.045
H -0.359 4.876 5.747
H -1.603 7.372 4.755
H -2.740 6.518 5.816
H -2.715 6.160 3.214
H -1.367 5.104 3.459
H -3.370 3.649 3.497
H -4.267 4.905 4.302
H -2.916 4.407 6.454
H -4.082 3.255 5.878
H -2.599 1.613 5.887
H -1.456 2.714 6.587
H -1.760 2.229 3.569
H -0.598 3.328 4.351
H -0.704 0.343 4.885
H 0.464 1.472 5.573
H -2.199 0.192 3.028
H -1.657 -0.377 0.891
H 2.301 -0.931 -1.201
H 2.995 0.540 -2.728
H 4.772 1.549 -2.616
H 5.639 3.459 -1.906
H 3.080 3.087 -3.745
H 4.777 5.433 0.944
H 5.142 4.733 -0.590
H 6.744 3.286 1.522
C 1.048 -3.990 -0.816
C 0.219 -4.979 -0.016
O -0.941 -5.404 -0.736
P -0.763 -6.433 -1.982
O -0.269 -7.701 -1.392
O -2.330 -6.780 -2.289
C -2.826 -8.114 -2.215
C -3.415 -8.400 -0.848
O -0.795 -5.283 -3.160
C 0.094 -5.448 -4.286
C -0.155 -6.746 -5.029
H 1.532 -4.486 -1.666
H 1.830 -3.552 -0.195
H 0.421 -3.194 -1.218
H 0.821 -5.846 0.273
H -0.136 -4.503 0.900
H -2.050 -8.835 -2.470
H -3.606 -8.203 -2.975
H -2.703 -8.179 -0.054
H -3.717 -9.446 -0.769
H -4.291 -7.772 -0.676
H 1.132 -5.396 -3.942
H -0.075 -4.603 -4.948
H 0.094 -7.613 -4.406
H 0.454 -6.794 -5.931
H -1.205 -6.834 -5.305
C -2.149 -1.937 -5.599
C -1.669 -1.892 -7.036
O -1.703 -3.186 -7.637
P -3.141 -3.841 -8.020
O -3.706 -2.974 -9.082
O -2.644 -5.147 -8.859
C -3.027 -5.352 -10.219
C -1.978 -4.806 -11.166
O -3.245 -4.763 -6.658
C -4.533 -4.902 -6.020
C -5.567 -5.506 -6.950
H -3.225 -2.132 -5.556
H -1.964 -0.989 -5.092
H -1.654 -2.734 -5.049
H -2.264 -1.184 -7.620
H -0.632 -1.559 -7.074
H -4.006 -4.919 -10.419
H -3.120 -6.431 -10.360
H -1.754 -3.761 -10.953
H -2.313 -4.888 -12.202
H -1.045 -5.361 -11.057
H -4.867 -3.927 -5.656
H -4.386 -5.543 -5.152
H -5.791 -4.833 -7.785
H -6.497 -5.698 -6.415
H -5.202 -6.441 -7.375

Atom charges from the Mulliken analysis, given in e for atoms 1 to 4: atom 1 (C): -0.700, atom 2 (C): -0.640, atom 3 (C): -0.574, atom 4 (C): 0.168

=====

Record 2
Below is 11 unconnected molecules or ions with the total composition C37H67N9O7, with properties calculated with ωB97M-V/def2-TZVPD.

Computed properties:
**HOMO-LUMO gap (spin up / spin down)**: 5.85 / 1.74 eV
**HOMO level (spin up / spin down)**: -9.73 / -9.72 eV
**Charge**: +1
**2S+1**: 2

CARTESIAN COORDINATES (ANGSTROEM)
C -2.884 2.798 2.725
C -3.228 1.407 3.190
O -2.449 0.429 3.068
C -4.604 1.196 3.693
H -2.865 2.800 1.636
H -2.007 3.384 3.003
H -3.759 3.432 2.867
H -4.660 1.019 4.767
H -4.987 0.366 3.099
H -5.186 2.101 3.517
C -4.830 2.288 -3.010
C -5.107 3.708 -2.443
O -4.553 4.704 -2.942
C -6.080 3.776 -1.286
H -3.777 2.042 -2.874
H -4.929 2.349 -4.094
H -5.509 1.543 -2.595
H -5.447 3.978 -0.421
H -6.622 2.832 -1.226
H -6.733 4.626 -1.484
C 3.685 0.208 2.137
C 4.255 1.461 1.490
O 3.710 2.610 1.611
N 5.332 1.296 0.749
C 6.100 2.354 0.112
H 4.260 -0.712 2.026
H 2.781 -0.035 1.578
H 3.555 0.369 3.207
H 5.666 0.391 0.450
H 6.969 1.932 -0.394
H 6.399 3.171 0.769
H 5.443 2.889 -0.574
C 6.989 -2.382 -2.304
C 5.932 -1.531 -1.568
O 6.007 -1.194 -0.404
N 4.971 -1.148 -2.393
C 3.832 -0.374 -2.010
H 7.152 -3.250 -1.665
H 7.930 -1.921 -2.603
H 6.566 -2.897 -3.167
H 4.929 -1.603 -3.294
H 3.879 -0.053 -0.970
H 2.899 -0.926 -2.121
H 3.751 0.474 -2.691
C -0.160 -2.102 1.384
C -0.466 -1.114 0.271
O 0.303 -0.984 -0.698
N -1.458 -0.347 0.472
C -1.858 0.723 -0.500
H 0.717 -1.695 1.887
H 0.152 -2.958 0.786
H -1.087 -2.287 1.926
H -2.004 -0.429 1.318
H -2.936 0.691 -0.659
H -1.369 0.423 -1.426
H -1.498 1.706 -0.196
C -0.071 -1.211 5.535
C 0.743 0.052 4.983
O 1.783 0.490 5.510
N 0.148 0.670 3.979
C 0.712 1.721 3.264
H 0.235 -1.242 6.581
H 0.323 -2.018 4.917
H -1.155 -1.165 5.435
H -0.782 0.380 3.713
H 1.026 1.288 2.314
H 1.652 2.093 3.671
H 0.082 2.567 2.988
C -0.827 3.108 -3.890
C -1.064 1.857 -4.742
O -1.889 1.883 -5.559
N -0.170 0.875 -4.781
C 1.169 0.818 -4.082
H -0.569 2.927 -2.846
H -1.800 3.598 -3.938
H -0.108 3.816 -4.301
H -0.225 0.229 -5.555
H 1.950 0.656 -4.825
H 1.161 0.088 -3.273
H 1.405 1.786 -3.641
N -2.487 -3.481 -1.872
C -3.048 -2.528 -2.743
C -4.337 -3.079 -3.126
C -4.495 -4.302 -2.422
C -3.333 -4.561 -1.721
H -1.583 -3.313 -1.454
H -2.651 -1.566 -3.029
H -5.019 -2.557 -3.781
H -5.334 -4.981 -2.365
H -2.980 -5.278 -0.995
N 4.633 -5.192 0.162
C 4.545 -5.380 1.461
C 3.794 -4.450 2.025
C 3.468 -3.464 1.115
C 4.026 -3.976 -0.066
H 5.049 -5.719 -0.591
H 4.973 -6.242 1.952
H 3.569 -4.437 3.082
H 2.872 -2.588 1.327
H 3.967 -3.518 -1.043
N -0.219 4.851 -0.516
C 0.498 3.746 -0.085
C 1.637 3.589 -0.937
C 1.571 4.651 -1.865
C 0.493 5.405 -1.575
H -1.076 5.223 -0.133
H 0.194 3.216 0.805
H 2.504 2.971 -0.763
H 2.165 4.912 -2.728
H 0.134 6.303 -2.056
N -4.102 -3.123 0.916
C -3.842 -4.205 1.708
C -3.597 -3.813 2.995
C -3.774 -2.386 3.064
C -4.101 -2.028 1.736
H -4.312 -3.092 -0.072
H -3.557 -5.174 1.326
H -3.142 -4.420 3.764
H -3.643 -1.780 3.949
H -4.302 -1.033 1.366

Atom charges from the Mulliken analysis, given in e for atoms 1 to 4: atom 1 (C): -1.224, atom 2 (C): 0.948, atom 3 (O): -0.782, atom 4 (C): -1.128

=====

Number 1: F_max 6.5 eV/A. Number 2: F_max 6.3 eV/A.